Here is a structure of composition C25H28IrO7S2 at a distorted geometry from the OMol25 dataset. Energies are from ωB97M-V/def2-TZVPD.

The geometry in XYZ format:
```
63
Properties=species:S:1:pos:R:3:lowdin_charge:R:1
C -0.50 2.66 -2.42 -0.334
H 2.07 -1.23 3.43 0.110
H -3.21 0.83 -3.01 0.092
C 5.34 -4.28 0.66 -0.063
C -3.84 -2.97 0.61 -0.091
H 2.34 -2.62 2.31 0.044
H 5.10 -5.33 0.46 0.104
H -2.51 1.99 -4.23 0.079
O -3.70 -0.27 3.80 0.031
C 0.06 3.05 -1.15 -0.313
H -3.91 1.34 -0.47 0.078
H -0.30 4.52 1.18 0.089
H 0.55 1.89 -4.12 0.067
H 1.91 2.75 -0.19 0.084
O -1.57 -0.60 -2.81 -0.531
H 7.32 -4.41 -0.24 0.087
C 4.55 -3.47 1.45 -0.053
C -1.68 -0.05 1.68 -0.528
C 2.46 -1.57 2.46 0.004
S 1.19 -0.64 -2.16 0.270
C -4.82 -2.00 2.58 -0.028
H -3.55 2.43 0.80 0.062
O -0.56 -2.86 -2.68 -0.399
S -0.46 -1.53 -3.24 0.154
C -1.85 2.31 -2.15 -0.364
C -0.98 3.05 -0.20 -0.289
C -2.79 -2.07 0.68 -0.004
H 6.20 -0.60 1.28 0.108
C -4.89 -2.88 1.52 -0.096
H -0.38 2.84 1.89 0.072
H 0.98 3.51 -3.62 0.069
H -0.59 3.33 -4.38 0.091
C 1.44 3.49 -0.84 -0.044
C -0.84 3.54 1.19 -0.040
C -2.86 1.90 -3.19 -0.044
C 3.88 -1.19 2.32 -0.361
H -3.66 2.66 -3.08 0.082
C -2.16 2.61 -0.82 -0.231
O 4.32 -0.10 2.70 0.046
H 2.05 3.65 -1.70 0.061
O -1.58 0.76 2.62 0.024
H -5.77 -3.49 1.45 0.096
C 0.15 2.81 -3.75 -0.028
C -2.78 -1.06 1.67 -0.077
H -1.89 -2.17 0.03 0.124
C 6.87 -2.48 0.39 -0.088
C -3.62 2.37 -0.28 -0.005
C 6.59 -3.80 0.22 -0.091
O -0.15 -1.39 -4.66 -0.399
H -2.93 0.38 3.73 0.111
H 1.88 -1.16 1.64 0.097
H 7.78 -2.06 -0.05 0.106
O -0.74 -0.17 0.74 -0.248
C 4.87 -2.16 1.66 -0.167
H -1.84 3.82 1.57 0.088
H 3.60 -3.90 1.89 0.125
H -5.65 -1.81 3.23 0.101
C -3.77 -1.05 2.68 -0.251
C 6.03 -1.64 1.12 -0.014
Ir -0.46 0.68 -1.18 1.187
H -4.33 3.09 -0.63 0.065
H 1.49 4.41 -0.22 0.086
H -3.88 -3.68 -0.17 0.086
```

Computed properties:
Kohn-Sham gap (alpha / beta): 6.249 / 7.468 eV
LUMO (alpha / beta): 0.089 / 0.062 Eh
ΔE to the lowest compared entry with this formula, charge and spin: 0.0 kcal per mole
2S+1: 5
F_max: 2.8 eV/Å
molecular weight: 696.84 g/mol
total charge: -1


Here is a cluster of 11 separate species, C44H61N11 in total at a distorted geometry from the OMol25 dataset. Energies are from ωB97M-V/def2-TZVPD.

The geometry in XYZ format:
```
116
Properties=species:S:1:pos:R:3:lowdin_charge:R:1
H -5.92 5.92 -38.39 0.071
N -9.46 0.73 -37.49 0.197
H -1.08 -1.76 -42.12 0.094
C -4.57 0.23 -34.13 -0.158
H -11.12 1.36 -39.75 0.032
C -3.29 0.07 -32.33 -0.129
H -1.57 0.32 -35.11 0.079
H -10.99 0.82 -41.37 0.069
N -4.21 0.83 -32.98 0.019
C -6.84 6.28 -44.50 -0.110
H -5.34 0.61 -34.78 0.080
H -7.36 7.58 -36.74 0.093
H -12.56 0.16 -37.82 0.112
H -3.72 2.85 -41.27 0.086
C -6.68 3.03 -34.46 -0.143
C -0.46 2.97 -41.52 -0.149
H -5.62 8.11 -34.64 0.108
C -11.06 -2.05 -39.41 -0.096
H -12.92 -1.94 -38.41 0.110
N 0.43 1.54 -37.36 0.026
H -1.17 -0.42 -38.17 0.117
C -8.02 -2.43 -37.49 -0.233
H -12.50 2.53 -41.45 0.108
H -10.63 4.70 -40.31 0.112
C -11.78 -0.49 -37.42 -0.172
N -7.07 6.19 -42.30 -0.006
H 0.90 0.02 -35.87 0.103
H -11.68 -2.61 -37.43 0.103
C -1.62 2.01 -36.62 -0.123
C -5.55 7.47 -35.50 -0.159
H -2.51 -1.97 -32.88 0.087
C -0.78 -1.36 -40.02 -0.129
C -4.85 2.34 -38.35 -0.096
H -7.00 1.33 -33.09 0.093
H -3.73 5.32 -37.08 0.106
H -10.00 -1.94 -39.18 0.027
C -6.68 4.59 -32.91 -0.146
H -8.23 -2.06 -40.06 0.083
C -7.11 7.05 -43.37 -0.126
H -12.11 -0.65 -36.39 0.126
C -1.39 -1.22 -41.24 -0.103
C -11.54 4.11 -40.21 -0.164
H -7.70 3.56 -39.55 0.095
N -1.45 -0.57 -39.13 0.043
C -6.98 -1.92 -38.40 -0.187
H -3.79 2.16 -38.29 0.058
H -6.65 5.57 -32.45 0.100
H 1.18 1.51 -38.02 0.141
C -7.00 3.40 -32.26 -0.096
H -0.05 5.10 -41.14 0.089
C -2.61 -0.54 -40.99 -0.162
C -11.89 3.64 -38.86 -0.231
C -7.19 -2.31 -39.87 -0.233
H 0.49 2.47 -41.67 0.104
H -3.36 0.31 -39.04 0.091
H -5.84 0.72 -37.11 0.095
C -6.87 2.39 -33.26 -0.139
H -2.66 2.29 -36.52 0.082
C -3.11 -1.09 -33.07 -0.115
H -5.58 -2.28 -41.34 0.072
H -6.86 -0.84 -38.39 0.082
H -0.84 2.87 -38.47 0.105
H -6.82 6.59 -45.53 0.090
H -2.75 5.27 -40.90 0.088
H -3.40 -0.40 -41.71 0.103
H -11.32 -1.41 -40.25 0.067
H -6.06 -2.42 -38.07 0.126
H -1.77 1.28 -41.64 0.087
C -2.14 4.41 -41.12 -0.119
H -3.97 -1.66 -35.05 0.090
N -4.42 6.68 -35.59 0.018
H -7.34 8.08 -43.17 0.102
H -8.04 1.84 -37.82 0.059
N -1.64 2.28 -41.57 0.027
H -7.03 -3.38 -40.03 0.112
C -2.63 -0.15 -39.69 -0.130
C -10.74 1.66 -40.73 -0.105
H -6.83 4.07 -44.71 0.092
C -5.67 6.30 -37.42 -0.107
C -2.69 3.16 -41.33 -0.124
C -0.74 4.27 -41.21 -0.136
H -6.60 -0.86 -41.44 0.076
H -11.15 3.18 -42.17 0.106
H -6.59 2.65 -35.46 0.089
H -7.07 6.46 -41.33 0.135
C -6.80 4.95 -44.08 -0.126
C -5.86 1.58 -37.76 -0.159
H -7.11 3.33 -31.19 0.086
C 0.19 0.74 -36.25 -0.139
C -1.09 0.99 -35.81 -0.108
C -3.85 -0.93 -34.26 -0.129
C -6.17 -1.58 -40.74 -0.100
H -5.10 3.86 -39.95 0.073
H 0.10 -1.88 -39.68 0.110
H -12.33 4.79 -40.52 0.115
H -5.35 -1.06 -40.25 0.048
H -6.52 4.11 -42.04 0.090
C -0.71 2.27 -37.58 -0.150
H -2.77 0.38 -31.44 0.104
C -10.47 0.19 -37.45 -0.177
H -3.73 6.60 -34.88 0.145
N -7.10 1.98 -38.21 0.019
C -6.89 3.06 -39.05 -0.133
H -4.41 1.75 -32.64 0.137
C -11.86 -1.81 -38.15 -0.268
C -11.51 2.91 -41.18 -0.250
C -4.46 6.06 -36.81 -0.140
H -11.17 -3.10 -39.69 0.084
N -12.20 3.24 -37.83 0.160
C -6.78 4.91 -42.71 -0.136
N -8.75 -2.87 -36.73 0.160
H -9.66 1.80 -40.69 0.071
C -5.53 3.19 -39.21 -0.158
H -6.44 4.95 -35.05 0.116
N -6.61 4.37 -34.24 0.034
C -6.35 7.24 -36.59 -0.117
```

Computed properties:
Kohn-Sham gap: 8.447 eV
LUMO: 0.015 Eh
ΔE to the lowest compared entry with this formula, charge and spin: 33.9 kcal per mole
F_max: 2.1 eV/Å
molecular weight: 744.05 g/mol
SMILES: c1cc[nH]c1.c1cc[nH]c1.c1cc[nH]c1.c1cc[nH]c1.c1cc[nH]c1.c1cc[nH]c1.c1cc[nH]c1.c1cc[nH]c1.CCCC#N.CCCC#N.CCCC#N